[1]
Below is a molecular structure, C38H50AsBN2O4S3Ti, with properties calculated with wB97M-V/def2-TZVPD.

Geometry as XYZ:
```
100
Properties=species:S:1:pos:R:3
Ti 0.89460 0.87951 0.58215
C 1.58658 3.97924 0.33374
O 0.84846 2.87259 0.90239
C 0.23362 3.13391 2.14485
C -0.19428 4.37977 2.54786
C -0.65465 4.54068 3.84761
C -0.66124 3.46950 4.73140
C -0.25983 2.21298 4.31697
C 0.16830 2.02855 3.00617
N 0.64035 0.84496 2.45595
N 0.64611 -0.25616 3.18775
C 1.40807 -1.28089 2.75871
C 2.36414 -1.16635 1.70927
O 2.35222 -0.11299 0.89129
C 3.37283 -2.14113 1.58184
C 3.33016 -3.29410 2.30789
C 2.27304 -3.54535 3.22385
C 2.15026 -4.78348 3.88554
C 1.13290 -5.00263 4.77704
C 0.21929 -3.97727 5.06052
C 0.32681 -2.75703 4.44026
C 1.33379 -2.52344 3.48930
H 2.09842 4.51918 1.12788
H 2.31822 3.56264 -0.35250
H 0.91081 4.63744 -0.20839
H -0.17839 5.21954 1.86730
H -0.98788 5.51578 4.17407
H -0.97857 3.61911 5.75436
H -0.24854 1.36645 4.98890
H 4.18311 -1.95305 0.88965
H 4.10968 -4.03572 2.18478
H 2.87317 -5.56239 3.67611
H 1.03897 -5.95878 5.27409
H -0.57883 -4.15255 5.76998
H -0.36484 -1.95908 4.67515
C -1.99809 5.24092 -3.59575
C -2.53473 5.50840 -2.19660
S -2.13065 4.25822 -0.93116
C -2.58097 2.69761 -1.75826
C -1.43723 1.81522 -2.33986
S 0.27478 2.39970 -2.06361
C 0.90230 2.60630 -3.75814
C 0.10446 3.61350 -4.57915
S -0.17363 5.20505 -3.72053
H -2.34775 6.03165 -4.25939
H -2.36964 4.29310 -3.98098
H -3.61980 5.61155 -2.23993
H -2.12349 6.43477 -1.79454
H -3.29075 2.95583 -2.54248
H -3.11287 2.14000 -0.99236
H -1.54828 1.69787 -3.41657
H -1.47781 0.82506 -1.88534
H 0.94768 1.63642 -4.25436
H 1.91981 2.96825 -3.60429
H -0.86574 3.21430 -4.86894
H 0.65170 3.84264 -5.49278
C -3.07164 0.14978 3.05625
C -3.18254 0.08164 1.53476
C -4.53231 0.61716 1.09205
O -2.14485 0.95557 1.00560
B -1.07796 0.18859 0.59263
O -1.38704 -1.14670 0.61328
C -2.78834 -1.31808 0.95476
C -2.91106 -2.46999 1.93792
C -3.51426 -1.66432 -0.34120
H -3.19245 1.18834 3.36509
H -2.08674 -0.19239 3.37510
H -3.83755 -0.45114 3.54540
H -4.65266 1.62622 1.48696
H -5.33592 -0.00661 1.48515
H -4.61555 0.66354 0.00734
H -2.17929 -2.37537 2.73638
H -2.72152 -3.40986 1.41887
H -3.91195 -2.51056 2.36865
H -3.39814 -0.87006 -1.08130
H -4.57499 -1.83484 -0.15888
H -3.08166 -2.57634 -0.75295
C 0.45164 -1.26203 -3.35822
As 1.26444 -0.91084 -1.59477
C 0.79318 -2.65753 -0.85318
C 3.18541 -1.19336 -2.07557
C 3.46045 -2.43026 -2.86595
C 3.43808 -2.39790 -4.25982
C 3.68977 -3.53965 -5.00290
C 3.97732 -4.73748 -4.36420
C 4.01276 -4.78061 -2.97857
C 3.75536 -3.63764 -2.23599
H 0.70877 -2.26969 -3.67737
H 0.80724 -0.55227 -4.10408
H -0.63206 -1.17637 -3.27534
H 1.36924 -3.45394 -1.32253
H -0.26577 -2.81345 -1.04605
H 0.93380 -2.68022 0.22389
H 3.72440 -1.19699 -1.13104
H 3.49056 -0.30437 -2.63047
H 3.24190 -1.45890 -4.76557
H 3.66622 -3.49380 -6.08417
H 4.17837 -5.62871 -4.94335
H 4.24635 -5.70837 -2.47218
H 3.80473 -3.67595 -1.15306
```

Output
HOMO level (spin up / spin down)	-0.3403 / -0.3840	Eh
Kohn-Sham gap (spin up / spin down)	0.20686 / 0.25385	Eh
<S²>	0.836
total charge	+1
max |F|	3.72	eV/A
spin multiplicity	2

Atom charges from the Löwdin analysis, given in e for atoms 1 to 8: number 1, Ti, carries 0.872; number 2, C, carries -0.041; number 3, O, carries -0.263; number 4, C, carries -0.184; number 5, C, carries -0.002; number 6, C, carries -0.047; number 7, C, carries -0.056; number 8, C, carries 0.009

[2]
Below is a molecular structure, C38H50AsN5O3PSSi2V, with properties calculated with wB97M-V/def2-TZVPD.

Geometry as XYZ:
```
102
Properties=species:S:1:pos:R:3
V -0.07780 1.06028 -0.03246
N -1.47705 -1.85828 0.59546
N -1.91080 -2.90701 1.45200
C -1.14332 -2.81310 2.70938
N -1.70848 -3.88323 3.52923
S -1.48410 -1.24005 3.56477
H -1.89086 -0.97567 0.90349
H -1.76163 -2.05204 -0.35423
H -2.87979 -2.75488 1.73014
H -1.47576 -4.77285 3.09675
H -1.24735 -3.85066 4.43053
O 0.21325 -0.36659 -3.59529
C 0.21641 -0.71053 -2.42318
O -0.50289 -0.15662 -1.49876
C 1.02196 -1.91890 -1.99491
C 1.30255 -2.84729 -2.99807
C 1.98682 -4.01606 -2.71739
C 2.41096 -4.26308 -1.41826
C 2.15565 -3.33630 -0.42119
C 1.46379 -2.15717 -0.69040
P 1.33269 -0.96123 0.71585
C 2.98681 -0.13952 0.56999
C 3.33532 0.84670 1.50076
C 4.49018 1.59486 1.35892
C 5.33221 1.38950 0.27178
C 5.00051 0.42217 -0.65947
C 3.84385 -0.33755 -0.50987
C 1.40136 -1.94911 2.17856
C 0.38461 -3.08855 2.27130
C 1.00779 -4.19805 3.09786
C 2.03462 -4.01168 3.95861
C 2.75240 -2.78326 4.04819
C 2.46335 -1.83976 3.07955
H 0.96318 -2.62012 -4.00028
H 2.18371 -4.73313 -3.50655
H 2.94238 -5.17639 -1.17653
H 2.48654 -3.51385 0.59781
H 2.67860 1.03595 2.33991
H 4.72773 2.35616 2.09367
H 6.22509 1.99060 0.14670
H 5.63586 0.25848 -1.52262
H 3.60734 -1.08103 -1.26003
H 0.23286 -3.47533 1.25256
H 0.58081 -5.19257 3.00033
H 2.37042 -4.86028 4.55449
H 3.59501 -2.66047 4.71734
H 3.13948 -0.99586 3.00386
N 0.20255 1.54384 1.90135
C 0.09027 1.52780 3.04767
N -0.04923 1.53095 4.34478
C 0.75450 0.65728 5.19989
C -0.11381 0.23650 6.36309
O -0.65559 1.37553 7.04878
C -1.47381 2.13292 6.17930
C -0.67895 2.67058 5.00028
H 1.63813 1.20548 5.55434
H 1.04996 -0.21569 4.61319
H 0.47438 -0.31711 7.09378
H -0.91858 -0.40225 5.98414
H -1.88735 2.95513 6.76567
H -2.29382 1.50966 5.80009
H 0.08615 3.37505 5.35065
H -1.33387 3.17281 4.28799
C 1.07890 2.07129 -0.70259
C 2.19604 2.80294 -1.23362
C 2.75058 2.43486 -2.46552
C 3.85100 3.10799 -2.96681
C 4.41778 4.15685 -2.25382
C 3.86922 4.53427 -1.03443
C 2.76784 3.86635 -0.52789
H 2.30322 1.61222 -3.01173
H 4.27285 2.80827 -3.91898
H 5.28288 4.67802 -2.64664
H 4.30726 5.35087 -0.47194
H 2.33905 4.14774 0.42599
C -3.42011 4.91347 -2.30343
Si -2.17920 3.47993 -2.20831
C -0.51136 4.22013 -2.67265
C -2.62486 2.25112 -3.56581
As -2.14614 2.61717 -0.04745
Si -4.05277 1.27442 -0.18837
C -3.96747 -0.18389 -1.40235
C -5.55180 2.30343 -0.72533
C -4.47662 0.63879 1.53034
H -3.39457 5.37667 -3.29483
H -3.16323 5.67382 -1.56216
H -4.44200 4.58792 -2.10204
H -0.60636 4.81407 -3.58727
H 0.22304 3.43422 -2.84426
H -0.12274 4.86525 -1.88113
H -2.60777 2.74897 -4.54123
H -3.61685 1.81760 -3.42335
H -1.89724 1.43551 -3.58092
H -4.66720 -0.03728 -2.23022
H -4.23887 -1.11313 -0.89665
H -2.96829 -0.30148 -1.82195
H -5.48569 2.63022 -1.76530
H -5.66210 3.18903 -0.09571
H -6.45370 1.69233 -0.61952
H -3.61955 0.22348 2.07040
H -5.24847 -0.13546 1.47539
H -4.87006 1.46283 2.13379
```

Output
HOMO level	-0.0158	Eh
Kohn-Sham gap	0.17211	Eh
total charge	-2
max |F|	1.84	eV/A

Atom charges from the Löwdin analysis, given in e for atoms 1 to 8: number 1, V, carries 0.349; number 2, N, carries -0.026; number 3, N, carries -0.130; number 4, C, carries -0.913; number 5, N, carries -0.017; number 6, S, carries 0.510; number 7, H, carries 0.017; number 8, H, carries 0.070

[3]
Below is a molecular structure, C38H50AsN5O8P2S2Ti, with properties calculated with wB97M-V/def2-TZVPD.

Geometry as XYZ:
```
107
Properties=species:S:1:pos:R:3
Ti -0.45923 0.04993 -0.38129
C -2.67887 -3.31652 -4.73821
N -1.64999 -2.74686 -3.89001
C -0.35736 -3.37745 -4.05059
P -1.84749 -1.41502 -2.95510
O -1.08932 -1.57626 -1.67234
O -1.21064 -0.16365 -3.75768
P 0.00404 0.84676 -3.44308
O 0.12569 1.24840 -2.01645
N -0.22486 2.12599 -4.44249
C -0.69466 1.90370 -5.80379
C -0.62859 3.42173 -3.91391
N 1.30940 -0.07000 -3.88121
C 2.60637 0.38562 -3.38300
C 1.40026 -0.69675 -5.18787
N -3.44525 -1.14024 -2.94105
C -4.06761 0.13915 -3.24847
C -4.19392 -2.00481 -2.02453
H -2.78858 -4.38105 -4.51364
H -2.40799 -3.21468 -5.79382
H -3.62760 -2.81817 -4.56885
H -0.39781 -4.42036 -3.72196
H 0.39521 -2.85903 -3.46732
H -0.05682 -3.36144 -5.10415
H -0.41357 0.91980 -6.17312
H -0.25247 2.65459 -6.46108
H -1.78496 1.99280 -5.85460
H -0.24076 3.54078 -2.91017
H -1.71643 3.52428 -3.87986
H -0.20844 4.19662 -4.55668
H 2.50884 0.71634 -2.35184
H 3.01677 1.19155 -4.00115
H 3.29671 -0.45885 -3.41166
H 0.42650 -1.06308 -5.50554
H 2.07628 -1.55236 -5.11953
H 1.79362 -0.01088 -5.94666
H -3.48817 0.66520 -4.00121
H -4.16913 0.76575 -2.35979
H -5.06023 -0.06428 -3.65376
H -3.81494 -3.02551 -2.08755
H -5.23883 -2.00608 -2.33724
H -4.12328 -1.65192 -0.99615
O 1.62914 -0.61540 2.14433
S 0.44870 0.20814 2.03890
O 0.01255 0.87945 3.21224
O 0.59589 1.14827 0.81388
O -0.68266 -0.63327 1.38086
O -2.09677 0.64856 -0.67768
As -3.62799 1.56872 0.06574
C -2.69969 3.29444 -0.79625
C -1.56421 4.06597 -0.55349
C -1.39080 5.32199 -1.11198
C -2.34235 5.84637 -1.97840
C -3.47428 5.10252 -2.25927
C -3.64215 3.85818 -1.66214
C -4.26897 -0.30941 0.91461
C -5.61054 -0.42264 0.52669
C -6.40017 -1.52656 0.82790
C -5.85086 -2.57886 1.53480
C -4.53341 -2.48270 1.96457
C -3.76902 -1.36393 1.67447
C -3.25591 2.23452 1.87307
C -4.37771 2.27087 2.70785
C -4.31538 2.86298 3.95943
C -3.11907 3.40127 4.40892
C -1.99433 3.33333 3.60600
C -2.06761 2.76415 2.34201
H -0.77865 3.69375 0.08922
H -0.50259 5.89650 -0.87927
H -2.20468 6.82619 -2.41737
H -4.23264 5.49805 -2.92275
H -4.56374 3.31481 -1.85588
H -6.05091 0.38079 -0.06056
H -7.43418 -1.56696 0.50755
H -6.44540 -3.45122 1.77269
H -4.10673 -3.28456 2.55410
H -2.77809 -1.31048 2.07985
H -5.30963 1.82126 2.37772
H -5.19655 2.89354 4.58795
H -3.06167 3.85572 5.38974
H -1.04859 3.71824 3.96261
H -1.17851 2.71928 1.73812
N 1.34252 -1.04931 -0.70647
S 1.69344 -2.48792 -1.31063
C 3.40364 -2.73955 -0.89261
C 3.81600 -2.71699 0.43645
C 5.16637 -2.82276 0.71255
C 6.08514 -2.95715 -0.32325
C 5.66183 -2.98528 -1.64406
C 4.31223 -2.87405 -1.93623
C 0.94285 -3.79896 -0.35527
C 0.34643 -3.55331 0.86997
C -0.25229 -4.61263 1.53800
C -0.24537 -5.88513 0.98479
C 0.35986 -6.11646 -0.24569
C 0.94859 -5.06808 -0.93012
H 1.84784 -0.93487 0.17561
H 3.09761 -2.58422 1.23616
H 5.50341 -2.79263 1.73870
H 7.13914 -3.03914 -0.09582
H 6.37952 -3.09081 -2.44479
H 3.96612 -2.89163 -2.96100
H 0.32977 -2.55814 1.28925
H -0.73299 -4.43209 2.48870
H -0.72211 -6.70188 1.51009
H 0.36200 -7.10864 -0.67409
H 1.40902 -5.23267 -1.89524
```

Output
HOMO level	-0.2188	Eh
Kohn-Sham gap	0.21603	Eh
max |F|	3.06	eV/A

Atom charges from the Löwdin analysis, given in e for atoms 1 to 8: number 1, Ti, carries 1.009; number 2, C, carries -0.087; number 3, N, carries -0.277; number 4, C, carries -0.108; number 5, P, carries 0.541; number 6, O, carries -0.320; number 7, O, carries -0.238; number 8, P, carries 0.546

[4]
Below is a molecular structure, C38H50CaN3O2STe, with properties calculated with wB97M-V/def2-TZVPD.

Geometry as XYZ:
```
96
Properties=species:S:1:pos:R:3
Ca -0.69041 -0.87549 0.67601
C -0.10685 -3.10188 -2.40986
N -0.57896 -3.33945 -1.05438
C -1.99087 -3.71009 -1.05610
C 0.23993 -4.35876 -0.41014
C -0.05186 -4.46742 1.07853
N 0.24872 -3.22418 1.76108
C -0.42431 -3.17565 3.05615
C 1.68245 -3.02134 1.93368
H -0.15855 -4.01382 -3.03094
H 0.92705 -2.76125 -2.38408
H -0.71273 -2.32449 -2.87572
H -2.13373 -4.75810 -1.37223
H -2.53079 -3.06787 -1.74879
H -2.42289 -3.56648 -0.06590
H 1.28870 -4.09469 -0.56311
H 0.08147 -5.35213 -0.87001
H 0.50954 -5.31514 1.50873
H -1.11401 -4.67449 1.21483
H -0.12476 -4.01698 3.70307
H -1.50216 -3.19602 2.90067
H -0.17804 -2.23837 3.55787
H 2.13318 -3.80823 2.56238
H 1.84948 -2.05084 2.39791
H 2.19134 -3.01597 0.96989
Te 0.90951 0.66625 -1.68439
C 1.50318 1.52772 -3.56906
C 1.02718 1.06807 -4.79031
C 1.48212 1.62093 -5.98051
C 2.40800 2.65334 -5.95573
C 2.87689 3.13068 -4.73904
C 2.42439 2.57015 -3.55373
C 2.66908 -0.60686 -1.80446
C 3.53291 -0.76244 -0.72213
C 4.59090 -1.66094 -0.76659
C 4.81546 -2.41960 -1.90624
C 3.96847 -2.26967 -2.99674
C 2.90113 -1.38693 -2.93785
H 0.29549 0.26865 -4.81234
H 1.11308 1.24435 -6.92682
H 2.75898 3.09032 -6.88277
H 3.59495 3.94110 -4.71523
H 2.79274 2.93618 -2.60261
H 3.38703 -0.16516 0.17018
H 5.24664 -1.76216 0.09074
H 5.64460 -3.11522 -1.94784
H 4.13592 -2.85075 -3.89669
H 2.23997 -1.29247 -3.79147
O 0.19053 1.91725 1.14935
S -1.44582 1.98889 0.95316
N -1.59616 0.85935 -0.32469
C -5.10740 3.74276 -1.75811
C -4.64774 2.49007 -1.05976
C -3.52400 1.85336 -1.39415
C -2.99227 0.61875 -0.69383
C -2.98225 -0.52658 -1.73053
C -3.89253 0.18734 0.48821
C -3.55826 -0.88644 1.26590
O -2.48821 -1.63543 1.22832
C -5.11136 0.91856 0.76753
C -5.99956 0.51377 1.91958
C -5.46649 1.99534 0.03408
H -4.54773 3.91128 -2.67837
H -4.96647 4.61226 -1.10939
H -6.17134 3.67696 -2.00012
H -2.86808 2.23238 -2.17408
H -2.25446 -0.30001 -2.51527
H -3.97149 -0.63252 -2.17682
H -2.70768 -1.45683 -1.23163
H -4.28604 -1.19816 2.02494
H -5.45047 0.52423 2.86288
H -6.40517 -0.49073 1.77285
H -6.83798 1.20589 2.00239
H -6.37252 2.54329 0.27474
C 2.45167 0.28218 3.65376
C 1.31258 1.19604 3.17136
C 0.16222 1.12033 4.18111
C 0.78790 0.73216 1.78930
C 1.90473 2.60798 3.08975
C 2.83005 2.91412 2.08996
C 3.40949 4.16751 1.99603
C 3.08498 5.16000 2.91212
C 2.17103 4.87500 3.91134
C 1.58785 3.61564 3.99492
H 2.06790 -0.69449 3.96036
H 2.95949 0.73100 4.51031
H 3.19587 0.13318 2.86609
H -0.25739 0.11476 4.14972
H -0.63152 1.81344 3.89711
H 0.48789 1.33093 5.20611
H 1.69104 0.58211 1.16840
H 3.09072 2.16447 1.35228
H 4.10664 4.37855 1.19313
H 3.53097 6.14479 2.83964
H 1.89829 5.63978 4.62982
H 0.86900 3.42909 4.78226
```

Output
HOMO level	-0.1060	Eh
Kohn-Sham gap	0.18975	Eh
total charge	-1
max |F|	2.27	eV/A

Atom charges from the Löwdin analysis, given in e for atoms 1 to 8: number 1, Ca, carries 1.140; number 2, C, carries -0.102; number 3, N, carries -0.263; number 4, C, carries -0.106; number 5, C, carries -0.203; number 6, C, carries -0.205; number 7, N, carries -0.307; number 8, C, carries -0.097

Question: Which value of max |F| does entry 4 give?
Answer: 2.27 eV/A